107
Properties=species:S:1:pos:R:3:mulliken_charge:R:1 method="wB97M-V/def2-TZVPD" multiplicity=5 homo_lumo_gap_ev="7.614 / 5.649" total_charge=0
Pd -0.182 -0.824 0.040 -1.02
C 1.436 -1.689 -3.932 -1.68
C 0.926 -0.269 -3.675 0.10
C 2.115 0.649 -3.377 -1.74
P -0.308 -0.249 -2.289 1.24
C -1.743 -1.109 -3.136 0.80
C -2.613 -1.966 -2.201 -1.39
C -2.608 -0.192 -3.995 -1.49
C -0.662 1.546 -2.127 -0.98
C -0.888 2.362 -3.219 -0.26
C -1.249 3.705 -3.092 0.64
C -1.410 4.588 -4.297 -1.70
C -1.463 4.208 -1.801 -1.48
C -1.207 3.441 -0.695 -0.07
C -0.714 2.116 -0.823 0.17
N -0.356 1.364 0.241 2.48
C -0.020 1.878 1.488 -0.96
C 0.629 3.108 1.659 -0.52
C 1.039 3.530 2.911 -1.26
C 0.834 2.735 4.034 0.39
C 1.283 3.173 5.405 -1.66
C 0.214 1.497 3.855 -0.26
C -0.222 1.052 2.619 -0.16
P -0.982 -0.594 2.319 1.12
C -0.633 -1.567 3.850 0.65
C -0.752 -3.065 3.532 -1.44
C -1.464 -1.243 5.094 -1.78
C -2.783 -0.246 2.170 3.96
C -3.428 0.687 3.193 -1.58
C -3.574 -1.543 2.000 -1.63
H 2.191 -1.672 -4.724 0.46
H 0.647 -2.374 -4.248 0.41
H 1.907 -2.096 -3.035 0.23
H 0.403 0.088 -4.568 0.85
H 2.603 0.340 -2.450 0.11
H 1.819 1.692 -3.277 0.30
H 2.855 0.577 -4.179 0.58
H -1.213 -1.800 -3.793 0.67
H -3.449 -1.399 -1.805 0.27
H -2.053 -2.333 -1.343 -0.08
H -2.997 -2.831 -2.751 0.44
H -3.071 0.579 -3.375 0.20
H -3.404 -0.777 -4.463 0.48
H -2.040 0.290 -4.796 0.33
H -0.799 1.951 -4.220 0.11
H -1.429 4.007 -5.219 0.36
H -0.575 5.291 -4.359 0.33
H -2.327 5.176 -4.236 0.39
H -1.848 5.216 -1.679 0.38
H -1.431 3.820 0.293 0.67
H 0.877 3.699 0.787 0.58
H 1.549 4.481 3.014 0.34
H 1.842 4.107 5.354 0.38
H 1.920 2.416 5.868 0.36
H 0.426 3.327 6.063 0.32
H 0.096 0.863 4.724 0.43
H 0.423 -1.357 4.050 0.71
H -1.798 -3.363 3.443 0.28
H -0.300 -3.660 4.330 0.48
H -0.254 -3.313 2.599 0.20
H -2.469 -1.655 4.998 0.30
H -1.564 -0.178 5.292 0.39
H -1.000 -1.708 5.968 0.41
H -2.810 0.251 1.194 -2.75
H -3.671 0.179 4.128 0.32
H -4.360 1.061 2.761 0.42
H -2.794 1.548 3.421 0.36
H -3.669 -2.091 2.943 0.43
H -3.107 -2.200 1.261 0.17
H -4.571 -1.291 1.636 0.45
C 2.015 -4.368 1.160 -1.54
C 1.820 -4.060 -0.332 -0.07
C 0.366 -3.692 -0.660 0.31
C 2.830 -3.019 -0.796 0.25
C 3.769 -3.369 -1.747 -0.57
C 4.777 -2.494 -2.141 -1.17
C 4.886 -1.252 -1.521 -0.63
C 3.996 -0.837 -0.548 0.21
C 4.241 0.481 0.176 0.13
C 3.113 1.508 -0.012 -1.01
C 4.492 0.231 1.675 -1.56
C 2.898 -1.705 -0.204 1.22
N 1.982 -1.289 0.677 -0.71
H 1.291 -5.113 1.498 0.47
H 1.896 -3.468 1.757 0.22
H 3.020 -4.758 1.339 0.39
H 2.048 -4.974 -0.881 0.66
H 0.090 -2.725 -0.212 -0.99
H -0.325 -4.447 -0.283 0.55
H 0.220 -3.594 -1.737 0.53
H 3.715 -4.359 -2.190 0.42
H 5.488 -2.791 -2.902 0.38
H 5.700 -0.587 -1.796 0.45
H 5.154 0.898 -0.251 0.66
H 2.141 1.053 0.164 -0.17
H 3.120 1.929 -1.020 0.20
H 3.230 2.329 0.701 0.68
H 3.582 -0.132 2.154 0.13
H 4.794 1.160 2.165 0.48
H 5.280 -0.511 1.822 0.42
C -4.722 2.228 -1.413 -1.28
C -4.187 1.025 -0.624 0.48
O -4.979 0.430 0.132 -0.72
O -2.946 0.753 -0.767 -0.23
H -5.748 2.034 -1.725 0.37
H -4.090 2.455 -2.275 0.14
H -4.727 3.092 -0.742 0.30